1.
This record from the OMol25 dataset describes C51H56N3PPdSb2 as an isolated structure at a distorted geometry. The level of theory is ωB97M-V/def2-TZVPD.

The geometry in XYZ format:
```
114
Properties=species:S:1:pos:R:3:forces:R:3:lowdin_charge:R:1
Pd -0.076 0.324 0.104 0.0285 -0.3449 0.4117 0.368
N -0.558 0.581 2.329 -0.8917 -0.4479 -0.2206 0.014
C 0.488 -0.138 2.993 -0.2519 0.1890 0.4542 -0.346
C 0.224 -1.105 3.985 -1.7609 1.5407 -1.0282 -0.015
C 1.288 -1.708 4.567 -0.2397 -0.8151 1.8207 -0.082
C 2.572 -1.358 4.283 2.2069 0.1134 -0.4664 -0.076
C 2.893 -0.488 3.240 -2.1685 0.5627 -0.0024 -0.014
C 1.789 0.205 2.602 1.6280 -2.3307 0.0538 -0.309
P 1.923 1.198 1.079 1.9266 0.2956 0.1014 1.049
C 3.598 1.027 0.258 -1.3989 -2.1448 0.9226 -0.314
C 4.661 1.488 1.048 -0.0931 0.3913 0.6051 -0.144
C 5.946 1.124 0.770 1.4926 -1.3508 -1.1520 -0.039
C 6.172 0.090 -0.232 2.4202 2.5213 2.5205 -0.047
C 5.140 -0.343 -0.963 -1.1464 -1.8574 -2.5344 -0.104
C 3.814 0.017 -0.721 0.5042 1.7311 1.1272 -0.084
C 1.965 2.849 1.835 -0.3928 0.1381 1.0407 -0.366
C 1.422 3.017 3.154 0.2799 0.5536 -2.2373 -0.090
C 0.927 4.242 3.503 -0.4026 1.8767 0.7803 -0.045
C 1.170 5.429 2.722 -1.4031 -2.0992 0.7829 -0.051
C 1.862 5.270 1.562 0.5204 -0.3123 -0.1663 -0.088
C 2.307 3.993 1.150 0.4677 1.0634 -0.4784 -0.092
H -1.536 0.281 2.489 0.9634 0.1941 0.3303 0.092
H -0.456 1.592 2.324 -0.2240 -0.0646 0.4253 0.065
H -0.832 -1.231 4.313 0.9887 -0.2208 -0.3167 0.127
H 1.182 -2.404 5.400 -0.4078 0.0820 -0.3061 0.129
H 3.352 -1.807 4.921 -0.2270 0.2367 -0.7393 0.128
H 3.913 -0.362 2.933 0.2413 0.3089 -0.0835 0.099
H 4.509 2.016 2.006 -0.2407 0.2766 -0.9420 0.125
H 6.787 1.621 1.301 -0.6704 -0.8446 -0.2891 0.128
H 7.217 -0.298 -0.342 -1.1714 0.4822 -0.2255 0.134
H 5.348 -1.007 -1.839 -0.2759 0.2763 1.0632 0.135
H 3.034 -0.517 -1.242 -0.2013 0.4476 -0.1004 0.035
H 1.549 2.213 3.821 -0.7878 -0.8942 0.8102 0.095
H 0.303 4.332 4.411 0.8173 0.0202 -0.2865 0.122
H 0.720 6.372 3.001 0.1505 -0.0178 0.1081 0.115
H 2.015 6.152 0.967 0.5752 0.0769 -0.3240 0.107
H 3.108 3.956 0.412 -0.7460 -0.1751 -0.6740 0.115
C -2.939 -2.422 -0.966 1.0411 0.4792 0.2557 -0.366
C -2.401 -2.578 -2.414 -0.5484 -1.3157 0.4074 -0.354
C -1.810 -1.306 -3.033 -0.1734 0.4832 0.3087 -0.319
Sb 0.229 -0.597 -2.297 -0.8374 -0.3049 -0.5025 1.427
C 0.666 1.077 -3.669 -0.0873 -1.3951 0.5577 -0.368
C 1.433 2.143 -3.158 -0.5543 -0.6904 -1.3533 -0.161
C 1.778 3.167 -4.024 0.5065 0.3658 0.2855 -0.083
C 1.456 3.126 -5.399 0.2618 1.1543 0.3336 -0.070
C 0.700 2.075 -5.861 -1.0140 -1.6329 0.3699 -0.067
C 0.252 1.006 -4.988 0.1622 1.3236 -0.9085 -0.103
C 1.294 -2.516 -2.624 0.5860 1.2295 0.7435 -0.351
C 2.329 -3.011 -1.764 -0.9233 0.4607 -1.1593 -0.140
C 2.986 -4.175 -2.091 -0.2673 -0.5397 -0.3411 -0.086
C 2.639 -4.923 -3.213 -1.8734 1.1924 -1.2275 -0.048
C 1.585 -4.459 -4.037 -0.1010 1.3171 0.3583 -0.026
C 0.942 -3.182 -3.768 0.2554 -2.4956 -0.5339 -0.134
Sb -1.370 -2.421 0.543 -1.3737 -1.9545 0.6320 1.460
C -1.168 -4.600 0.624 0.5854 0.9900 -0.6445 -0.366
C 0.182 -4.875 0.613 1.0445 0.2361 0.4932 -0.201
C 0.718 -6.150 0.677 -1.7703 -0.6503 -1.0192 -0.062
C -0.207 -7.199 0.576 0.4843 -0.6653 -0.2300 -0.059
C -1.587 -6.947 0.625 0.7078 -0.3410 -0.1868 -0.077
C -2.076 -5.657 0.616 -0.5969 0.4681 0.9324 -0.108
C -2.608 -2.495 2.340 0.1487 0.2840 1.1462 -0.361
C -2.359 -3.385 3.430 -1.8442 1.4170 -0.1523 -0.114
C -3.054 -3.298 4.661 0.8305 -0.2635 -0.5129 -0.064
C -3.991 -2.295 4.826 -0.3568 0.2324 -0.3891 -0.075
C -4.224 -1.391 3.782 1.0201 -0.5117 0.6307 -0.076
C -3.528 -1.462 2.575 0.0281 -0.8723 0.8631 -0.165
H -3.699 -3.119 -0.615 0.1505 -0.2076 -0.3788 0.065
H -3.329 -1.435 -0.823 -0.7160 0.6685 -0.2196 0.002
H -3.300 -2.981 -2.989 1.2524 0.7555 0.1680 0.138
H -1.644 -3.387 -2.436 -0.3926 0.2114 -0.0565 0.088
H -2.616 -0.516 -2.938 1.3378 -0.4146 -0.4281 0.072
H -1.512 -1.488 -4.077 -0.6299 0.1867 0.1505 0.028
H 1.774 2.101 -2.143 0.1149 0.2348 0.4355 0.059
H 2.358 3.985 -3.575 -0.1918 -0.1675 -0.5581 0.113
H 1.754 3.984 -6.079 -0.3541 -1.3431 0.9325 0.138
H 0.405 2.015 -6.901 0.0390 0.1196 0.0091 0.108
H -0.467 0.228 -5.361 1.0800 0.7954 0.3068 0.109
H 2.657 -2.477 -0.897 -0.1257 0.2673 0.4480 0.073
H 3.755 -4.592 -1.475 0.4223 0.1751 0.4815 0.108
H 3.157 -5.821 -3.479 0.1603 -0.3813 0.0453 0.106
H 1.226 -4.987 -4.928 0.4370 -0.0109 0.4579 0.111
H 0.104 -2.869 -4.425 0.8274 -0.1546 0.4458 0.099
H 0.864 -4.034 0.576 0.2300 -0.0792 0.0607 0.049
H 1.770 -6.288 0.599 0.6143 -0.2708 0.1368 0.097
H 0.121 -8.243 0.360 -0.1637 0.9351 0.6596 0.124
H -2.263 -7.792 0.666 -0.0619 0.0822 -0.1523 0.111
H -3.148 -5.515 0.772 0.2383 0.1579 -0.3686 0.114
H -1.781 -4.239 3.327 1.5012 -1.2069 -0.4487 0.071
H -2.770 -4.010 5.466 -0.5124 0.5417 -0.6836 0.126
H -4.620 -2.181 5.706 0.4414 -0.1604 0.0721 0.114
H -4.824 -0.567 4.076 -0.8345 0.6515 -0.4920 0.096
H -3.765 -0.760 1.816 -0.1138 0.7257 -0.7041 0.069
C -1.195 5.801 -0.426 0.3619 2.9089 2.1537 -0.090
C -1.207 4.748 -1.478 -0.2270 1.0235 -0.4952 -0.226
N -2.264 3.804 -1.192 -0.9828 -1.5289 -0.2625 -0.073
C -3.646 4.245 -1.563 0.1847 0.1099 1.9812 -0.119
C -4.555 4.647 -0.321 1.9045 -1.0583 -1.3832 -0.027
C -2.003 2.596 -0.646 2.1592 0.8714 -0.2923 -0.360
C -3.070 1.550 -0.559 1.1237 -1.1796 -0.0945 0.002
N -0.778 2.309 -0.187 -1.1334 0.1052 -0.4175 0.002
H -0.218 6.355 -0.304 -0.7682 -0.7556 -0.4940 0.082
H -1.380 5.391 0.597 0.0476 0.1071 -0.7575 0.085
H -1.928 6.673 -0.562 0.6789 -1.5218 -0.0331 0.110
H -0.228 4.305 -1.580 0.0817 -0.5218 -0.0475 0.096
H -1.406 5.245 -2.443 -0.0236 -0.4917 0.1487 0.136
H -4.138 3.451 -2.097 -0.1140 -0.1161 -0.5363 0.108
H -3.464 5.116 -2.174 -0.3677 0.0644 -0.3521 0.112
H -3.966 5.074 0.460 0.3517 0.8543 0.3119 0.063
H -5.003 3.798 0.127 -0.5367 -1.0622 0.2319 0.046
H -5.333 5.259 -0.678 -0.8815 1.0477 -0.2146 0.067
H -3.469 1.238 -1.508 -0.3689 0.6277 -0.7070 0.082
H -3.847 1.931 0.062 -0.7862 -0.1498 0.5838 0.078
H -2.668 0.549 -0.235 -0.1747 1.2793 0.4634 0.043
H -0.052 3.029 -0.245 -0.7296 -0.1836 -0.0493 0.034
```
Forces are in eV/Å.

Output
Spin multiplicity: 3
Gap between HOMO and LUMO (spin up / spin down) (eV): 7.7 / 6.3
Total charge: +2
LUMO (spin up / spin down) (eV): -4.49 / -6.77

2.
This record from the OMol25 dataset describes a 2-piece molecular cluster, C4H12O overall at a distorted geometry. The level of theory is ωB97M-V/def2-TZVPD.

The geometry in XYZ format:
```
17
Properties=species:S:1:pos:R:3:forces:R:3:nbo_charge:R:1
C 0.424 -1.992 0.415 1.5598 1.5671 1.3356 -0.115
C 0.321 -1.156 1.727 0.5673 -1.8915 -0.5827 -0.634
O 1.746 -2.335 0.241 -0.4143 -0.4353 -0.4969 -0.263
H -0.124 -2.959 0.619 -0.0929 -0.2687 -0.2186 0.370
H -0.048 -1.591 -0.489 -0.0422 -0.2162 -0.4129 0.294
H -0.369 -0.339 1.557 -0.3006 -0.0752 0.5226 0.272
H 1.989 -2.734 -0.631 -0.2764 0.1948 0.1224 0.534
H 1.300 -0.862 2.106 0.1412 0.5112 -0.7287 0.270
H 0.113 -1.933 2.466 -1.1227 0.6549 0.4645 0.255
C -0.091 1.462 -1.057 -1.0462 0.7151 0.0358 -0.604
C -1.255 2.468 -0.876 1.3841 0.3292 -1.6409 -0.610
H 0.188 1.410 -2.108 0.1538 -0.0206 0.0304 0.218
H 0.749 1.818 -0.464 0.1889 -0.5547 0.1047 0.212
H -0.497 0.489 -0.768 0.4709 -0.2538 0.1884 0.151
H -1.618 2.489 0.141 -0.4779 0.0560 -0.0246 0.211
H -1.960 2.319 -1.692 -0.7468 -0.4482 0.6362 0.217
H -0.869 3.446 -1.185 0.0539 0.1359 0.6646 0.220
```
Forces are in eV/Å.

Output
Spin multiplicity: 2
Relative energy (zero: lowest compared OMol25 entry of this formula, charge and spin) (kJ/mol): 57.68
Gap between HOMO and LUMO (spin up / spin down) (eV): 10.8 / 4.6
Total charge: +1
LUMO (spin up / spin down) (eV): -4.03 / -10.30

Look up the spin multiplicity of the first one. 3